<w>
# C5H13O2

A 2-piece molecular cluster, C5H13O2 overall (ωB97M-V/def2-TZVPD, the Open Molecules 2025 dataset).

Each line ends with the Löwdin charge.
CARTESIAN COORDINATES (ANGSTROEM)
C (-1.187, 0.756, -1.101)  -0.447
O (-1.821, -0.466, -1.041)  -0.333
C (-0.070, 0.932, -0.040)  -0.206
C (0.725, -0.343, 0.207)  -0.472
C (1.724, -0.114, 1.339)  -0.103
C (1.384, -0.814, -1.066)  -0.094
H (-0.741, 0.908, -2.114)  0.082
H (-1.897, 1.582, -0.944)  0.080
H (-0.562, 1.196, 0.898)  0.095
H (0.617, 1.726, -0.353)  0.100
H (-0.021, -1.086, 0.525)  0.131
H (2.311, -1.009, 1.579)  0.060
H (2.445, 0.664, 1.049)  0.069
H (1.174, 0.139, 2.252)  0.071
H (1.947, 0.020, -1.493)  0.074
H (0.586, -1.051, -1.757)  0.063
H (2.020, -1.694, -0.902)  0.070
H (-3.604, -0.277, 1.278)  -0.015
H (-2.346, -0.511, 0.343)  -0.032
O (-2.682, -0.558, 1.341)  -0.193

Calculated values
Gap between HOMO and LUMO, eV: 7.29
Total charge: -1
HOMO level, eV: -3.3

=====

<x>
# C5H13O2

A 2-piece molecular cluster, C5H13O2 overall (ωB97M-V/def2-TZVPD, the Open Molecules 2025 dataset).

Each line ends with the Löwdin charge.
CARTESIAN COORDINATES (ANGSTROEM)
C (2.458, 0.591, 0.450)  -0.543
O (2.998, 1.587, 1.054)  -0.330
C (0.702, 0.846, 0.191)  -0.197
C (-0.151, -0.284, 0.743)  -0.280
C (-1.659, 0.149, 0.801)  -0.282
C (-1.921, 1.646, 1.200)  -0.152
H (2.947, 0.427, -0.546)  0.052
H (2.450, -0.405, 0.922)  0.043
H (0.562, 1.200, -0.811)  0.064
H (0.598, 1.716, 0.824)  0.053
H (0.204, -0.366, 1.831)  0.112
H (-0.110, -1.383, 0.438)  0.104
H (-2.283, -0.480, 1.423)  0.078
H (-1.870, 0.248, -0.295)  0.094
H (-1.253, 1.846, 2.082)  0.071
H (-2.913, 1.897, 1.428)  0.021
H (-1.361, 2.417, 0.515)  0.094
H (-0.518, -3.480, -4.036)  0.086
H (0.811, -4.274, -3.722)  0.046
O (0.311, -3.898, -4.492)  -0.132

Calculated values
Gap between HOMO and LUMO, eV: 5.03
Total charge: -1
HOMO level, eV: -2.2

=====

Unit: kcal/mol. Relative energies: <w> 0.0; <x> 62.3.

=====

<w>
# C5H13O2

A 2-piece molecular cluster, C5H13O2 overall (ωB97M-V/def2-TZVPD, the Open Molecules 2025 dataset).

Each line ends with the Löwdin charge.
CARTESIAN COORDINATES (ANGSTROEM)
C (-1.974, 0.459, 0.568)  -0.465
O (-1.467, -0.272, 1.551)  -0.336
C (-0.880, 1.458, -0.373)  -0.180
C (0.312, 0.511, -0.352)  -0.264
C (1.446, 0.839, -1.399)  -0.226
C (2.025, -0.463, -2.085)  -0.132
H (-2.375, -0.246, -0.201)  0.075
H (-2.707, 1.238, 0.836)  0.058
H (-0.737, 2.470, -0.032)  0.066
H (-1.624, 1.358, -1.168)  0.063
H (-0.012, -0.527, -0.452)  0.085
H (0.717, 0.567, 0.660)  0.104
H (2.260, 1.264, -0.782)  0.096
H (1.051, 1.313, -2.287)  0.077
H (1.750, -0.826, -3.059)  0.043
H (1.669, -1.237, -1.417)  0.040
H (3.131, -0.543, -2.060)  0.056
H (-0.321, -1.293, 2.312)  -0.006
H (0.233, -2.245, 1.224)  -0.013
O (0.291, -2.064, 2.157)  -0.141

Calculated values
Gap between HOMO and LUMO, eV: 6.69
Total charge: -1
HOMO level, eV: -2.8

=====

<x>
# C5H13O2

C5H13O2 as an isolated structure (ωB97M-V/def2-TZVPD, the Open Molecules 2025 dataset).

Each line ends with the Löwdin charge.
CARTESIAN COORDINATES (ANGSTROEM)
C (0.139, -0.323, 1.676)  -0.473
O (-0.903, -0.851, 1.100)  -0.261
C (1.203, -0.082, 0.559)  -0.183
C (0.494, 0.831, -0.489)  -0.463
C (1.051, 2.285, -0.364)  -0.123
C (0.545, 0.296, -1.911)  -0.103
H (0.683, -1.013, 2.440)  0.093
H (-0.084, 0.756, 2.240)  0.120
H (1.970, 0.532, 0.973)  0.068
H (1.629, -0.983, 0.194)  0.087
H (-0.550, 0.988, -0.215)  0.120
H (0.394, 2.961, -0.901)  0.041
H (2.135, 2.496, -0.797)  0.096
H (0.986, 2.569, 0.737)  0.074
H (1.669, 0.002, -2.080)  0.096
H (0.040, -0.655, -1.821)  0.049
H (0.072, 0.961, -2.748)  0.097
H (-1.701, -2.603, -0.691)  -0.068
H (-1.831, -1.439, 0.461)  -0.002
O (-2.347, -1.975, -0.427)  -0.265

Calculated values
Gap between HOMO and LUMO, eV: 7.58
Total charge: -1
HOMO level, eV: -3.7

=====

Unit: kcal/mol. Relative energies: <w> 8.8; <x> 0.0.

=====

<w>
# C6H15NO

A 2-piece molecular cluster, C6H15NO overall (ωB97M-V/def2-TZVPD, the Open Molecules 2025 dataset).

Each line ends with the Mulliken spin population.
CARTESIAN COORDINATES (ANGSTROEM)
C (0.011, 0.673, 2.419)  0.033
C (0.134, 1.048, 0.964)  0.052
C (-0.018, -0.237, 0.039)  0.039
C (0.850, -0.209, -1.128)  0.156
C (2.186, -0.595, -0.974)  0.467
C (0.345, 0.344, -2.398)  0.011
N (-0.736, 2.117, 0.578)  0.173
H (-0.935, 0.223, 2.705)  -0.001
H (0.736, -0.077, 2.740)  -0.002
H (0.119, 1.546, 3.062)  0.003
H (1.165, 1.398, 0.855)  -0.009
H (0.311, -1.085, 0.644)  0.028
H (-1.043, -0.422, -0.229)  -0.004
H (2.506, -0.998, -0.016)  0.023
H (2.946, -0.529, -1.746)  0.004
H (-0.738, 0.433, -2.436)  -0.003
H (0.636, -0.180, -3.308)  0.013
H (0.745, 1.364, -2.487)  0.024
H (-0.325, 2.633, -0.208)  -0.004
H (-1.610, 1.733, 0.200)  -0.001
H (-2.311, -2.507, 1.145)  0.000
H (-2.068, -3.630, 0.066)  0.000
O (-1.997, -2.683, 0.254)  0.001

Calculated values
Multiplicity: 2
Gap between HOMO and LUMO (spin up / spin down), eV: 10.22 / 5.70
Total charge: +1
HOMO level (spin up / spin down), eV: -14.2 / -13.7

=====

<x>
# C6H15NO

A 2-piece molecular cluster, C6H15NO overall (ωB97M-V/def2-TZVPD, the Open Molecules 2025 dataset).

Each line ends with the Mulliken spin population.
CARTESIAN COORDINATES (ANGSTROEM)
C (0.910, -2.367, 0.030)  0.052
C (-0.273, -1.363, 0.011)  0.030
N (0.345, 1.093, 1.329)  0.205
C (0.229, 1.103, -0.013)  0.307
C (0.045, -0.102, -0.719)  0.287
C (0.186, -0.216, -2.183)  0.014
C (0.075, 2.448, -0.636)  0.016
H (0.759, -3.135, -0.714)  0.000
H (1.847, -1.860, -0.197)  -0.002
H (0.996, -2.823, 1.011)  0.002
H (-0.669, -1.110, 0.992)  -0.001
H (-1.110, -1.817, -0.508)  0.017
H (0.865, 0.314, 1.728)  -0.003
H (0.678, 1.967, 1.724)  -0.007
H (0.250, 0.714, -2.742)  -0.001
H (-0.638, -0.810, -2.584)  0.023
H (1.088, -0.791, -2.407)  0.034
H (-0.028, 2.434, -1.712)  -0.002
H (0.909, 3.117, -0.412)  0.015
H (-0.817, 2.928, -0.237)  0.009
H (-1.692, -0.505, 3.227)  0.000
H (-1.684, 0.654, 2.227)  -0.002
O (-2.270, 0.126, 2.784)  0.006

Calculated values
Multiplicity: 2
Gap between HOMO and LUMO (spin up / spin down), eV: 10.41 / 7.90
Total charge: +1
HOMO level (spin up / spin down), eV: -14.0 / -14.7

=====

Unit: kcal/mol. Relative energies: <w> 35.5; <x> 0.0.

=====

<w>
# C4H11N2O2

An isolated ion of composition C4H11N2O2 and charge +1 (ωB97M-V/def2-TZVPD, the Open Molecules 2025 dataset).

Each line ends with the Löwdin charge.
CARTESIAN COORDINATES (ANGSTROEM)
C (1.483, -0.475, -0.084)  -0.167
O (2.126, -0.634, -1.358)  -0.055
C (0.653, 0.842, -0.061)  -0.214
C (-0.541, 0.692, 0.883)  -0.056
C (-1.476, -0.509, 0.555)  -0.485
N (-2.000, -1.359, 1.463)  0.206
O (-1.769, -0.704, -0.628)  0.021
N (0.101, 0.991, -1.479)  0.202
H (0.929, -1.409, 0.042)  0.130
H (2.210, -0.580, 0.757)  0.151
H (3.069, -0.627, -1.174)  0.108
H (1.116, 1.794, 0.149)  0.153
H (-0.299, 0.759, 1.956)  0.136
H (-1.120, 1.641, 0.780)  0.145
H (-2.451, -2.208, 1.172)  0.133
H (-1.662, -1.212, 2.401)  0.117
H (0.659, 0.489, -2.196)  0.167
H (-0.157, 1.950, -1.717)  0.174
H (-0.871, 0.561, -1.461)  0.134

Calculated values
SMILES: NC(=O)C[C@H]([NH3+])CO
Gap between HOMO and LUMO, eV: 11.38
Total charge: +1
HOMO level, eV: -14.4

=====

<x>
# C4H11N2O2

An isolated ion of composition C4H11N2O2 and charge +1 (ωB97M-V/def2-TZVPD, the Open Molecules 2025 dataset).

Each line ends with the Löwdin charge.
CARTESIAN COORDINATES (ANGSTROEM)
C (1.279, 0.121, 0.883)  -0.233
O (2.478, 0.827, 0.916)  -0.034
C (0.375, 0.664, -0.237)  -0.254
C (-0.940, -0.121, -0.617)  -0.033
C (-1.378, -1.284, 0.332)  -0.507
N (-2.635, -1.385, 0.795)  0.190
O (-0.468, -1.940, 0.810)  0.043
N (1.193, 0.871, -1.490)  0.238
H (1.479, -0.942, 0.727)  0.124
H (0.659, 0.257, 1.809)  0.159
H (2.674, 1.396, 1.663)  0.116
H (-0.052, 1.578, 0.299)  0.179
H (-1.754, 0.650, -0.614)  0.128
H (-0.733, -0.442, -1.639)  0.115
H (-2.841, -2.217, 1.317)  0.127
H (-3.348, -0.909, 0.261)  0.116
H (1.958, 1.458, -1.125)  0.169
H (0.624, 1.419, -2.137)  0.176
H (1.429, -0.002, -1.951)  0.181

Calculated values
SMILES: NC(=O)C[C@H]([NH3+])CO
Gap between HOMO and LUMO, eV: 9.98
Total charge: +1
HOMO level, eV: -13.4

=====

Unit: kcal/mol. Relative energies: <w> 0.0; <x> 18.8.